(1)
The following is a DFT calculation (wB97M-V/def2-TZVPD) of a structure of composition C31H51N11Ti at a distorted geometry.

Values from the calculation:
Lowest unoccupied orbital energy (spin up / spin down) = -5.53 / -5.55 eV
<S²> = 2.0296
Multiplicity = 3
Total charge = +2
Kohn-Sham gap (spin up / spin down) = 5.706 / 6.566 eV

Last column: Löwdin charge in e.
Cartesian coordinates (Å):
Ti 0.260 0.457 -1.237  1.0280
C -3.284 0.063 -3.677  0.0058
C -2.144 -0.069 -2.723  -0.2719
N -1.287 0.872 -2.441  -0.0532
C -1.309 2.202 -3.058  -0.1564
C -0.455 3.192 -2.245  -0.1443
N 0.806 2.609 -1.680  -0.1133
C 1.988 2.915 -2.512  -0.1674
C 1.949 2.064 -3.762  -0.1799
N 1.780 0.648 -3.393  -0.0555
C 3.069 -0.004 -3.038  -0.1521
C 3.157 -0.229 -1.531  -0.1700
N 1.877 -0.827 -1.151  -0.0495
C 1.646 -2.081 -1.350  -0.2605
C 2.629 -3.119 -1.790  0.0074
C 0.216 -2.427 -1.400  -0.2106
C -0.350 -3.662 -1.568  0.0130
C -1.694 -3.748 -1.977  -0.0230
C -2.376 -2.591 -2.350  0.0148
C -1.773 -1.363 -2.157  -0.2081
N -0.554 -1.302 -1.526  -0.0127
H -3.646 1.086 -3.755  0.0807
H -4.118 -0.573 -3.384  0.0907
H -2.965 -0.254 -4.673  0.1110
H -2.323 2.598 -3.121  0.1038
H -0.947 2.122 -4.084  0.1196
H -1.040 3.542 -1.406  0.0797
H -0.220 4.055 -2.870  0.1333
H 0.958 3.034 -0.769  0.1042
H 2.885 2.697 -1.932  0.1202
H 2.018 3.974 -2.774  0.1324
H 2.861 2.224 -4.341  0.1297
H 1.116 2.365 -4.394  0.1125
H 1.364 0.154 -4.171  0.1269
H 3.914 0.590 -3.390  0.1301
H 3.121 -0.971 -3.536  0.1213
H 3.279 0.717 -1.007  0.1108
H 4.017 -0.851 -1.283  0.1162
H 2.398 -4.084 -1.340  0.0856
H 3.660 -2.867 -1.560  0.0787
H 2.544 -3.250 -2.872  0.1103
H 0.235 -4.564 -1.439  0.1199
H -2.159 -4.715 -2.110  0.1161
H -3.351 -2.662 -2.818  0.1233
C -3.395 2.794 2.520  -0.0073
N -2.357 1.859 2.076  -0.0906
C -1.873 0.995 3.148  -0.0148
C -1.923 1.747 0.812  -0.3328
N -0.730 1.262 0.495  0.0551
C 0.304 1.376 1.520  -0.2624
C 0.586 2.670 1.973  -0.0667
C 1.435 2.921 3.029  -0.0816
C 2.015 1.831 3.675  -0.0671
C 1.772 0.549 3.233  -0.0193
C 0.930 0.260 2.129  -0.2726
N 0.803 -1.015 1.651  0.1241
C 1.135 -2.088 2.356  -0.3798
N 2.239 -2.802 1.997  -0.1182
C 3.446 -2.083 1.615  -0.0274
C 2.376 -4.246 2.147  -0.0384
N 0.394 -2.587 3.373  -0.1159
C -1.026 -2.314 3.493  -0.0348
C 0.976 -3.273 4.525  -0.0319
N -2.823 2.033 -0.256  -0.1588
C -3.286 3.407 -0.481  -0.0735
C -3.931 1.070 -0.291  -0.0362
H -3.190 3.025 3.563  0.1041
H -4.393 2.360 2.458  0.0984
H -3.364 3.726 1.976  0.0770
H -2.747 0.664 3.713  0.1118
H -1.186 1.514 3.819  0.1120
H -1.386 0.132 2.723  0.0507
H 0.083 3.502 1.483  0.1175
H 1.637 3.935 3.348  0.1097
H 2.665 1.988 4.528  0.1151
H 2.240 -0.286 3.744  0.1128
H 3.941 -2.597 0.793  0.0785
H 4.151 -2.037 2.450  0.1035
H 3.186 -1.073 1.314  0.0746
H 1.397 -4.703 2.255  0.0956
H 3.002 -4.532 2.993  0.0954
H 2.845 -4.641 1.244  0.0868
H -1.419 -2.002 2.529  0.0854
H -1.225 -1.549 4.244  0.0903
H -1.532 -3.230 3.804  0.1019
H 2.047 -3.101 4.568  0.0930
H 0.781 -4.346 4.520  0.0961
H 0.533 -2.851 5.427  0.1006
H -3.450 3.554 -1.551  0.0843
H -2.544 4.134 -0.151  0.0931
H -4.230 3.628 0.020  0.0905
H -3.539 0.052 -0.298  0.0924
H -4.496 1.230 -1.210  0.0951
H -4.624 1.173 0.550  0.0873

(2)
The following is a DFT calculation (wB97M-V/def2-TZVPD) of a cluster of 6 separate species, C30H72N4O6 in total at a distorted geometry.

Values from the calculation:
Lowest unoccupied orbital energy = -4.37 eV
Total charge = +2
Kohn-Sham gap = 6.077 eV

Last column: Löwdin charge in e.
Cartesian coordinates (Å):
C 0.008 0.477 -0.735  -0.3810
O 1.381 0.445 -0.856  -0.3813
H -0.283 0.378 0.332  0.0177
H -0.380 1.458 -1.053  0.0485
H -0.510 -0.311 -1.298  0.0422
C -3.116 4.540 1.466  -0.0654
C -1.959 4.027 2.404  -0.2051
C -0.717 3.582 1.618  -0.0988
N 0.451 3.226 2.564  -0.2340
C 0.121 1.898 3.225  -0.1196
C 1.294 1.215 3.893  -0.1450
C 2.556 1.157 3.005  -0.1814
C 2.884 2.502 2.374  -0.1545
C 1.672 3.107 1.652  -0.0850
C 0.741 4.253 3.648  0.0395
H -2.982 5.444 0.870  0.0808
H -3.970 4.815 2.086  0.0816
H -3.374 3.752 0.754  0.0427
H -2.394 3.210 2.983  0.1015
H -1.772 4.808 3.139  0.1015
H -0.353 4.450 1.066  0.1396
H -0.915 2.801 0.884  0.1127
H -0.185 1.244 2.405  0.1164
H -0.625 1.996 4.011  0.1363
H 0.980 0.219 4.194  0.0989
H 1.501 1.881 4.734  0.1206
H 2.495 0.439 2.182  0.0874
H 3.463 0.868 3.541  0.1170
H 3.592 2.381 1.551  0.1289
H 3.403 3.162 3.070  0.1157
H 1.387 2.543 0.762  0.1233
H 1.941 4.120 1.354  0.1403
H -0.066 4.198 4.374  0.1057
H 0.693 5.230 3.168  0.1182
H 1.724 4.113 4.082  0.1008
C -3.960 0.669 0.643  -0.1019
C -3.900 1.459 -0.628  -0.2475
C -3.964 0.503 -1.873  -0.1028
N -4.027 1.233 -3.207  -0.2130
C -4.240 0.107 -4.247  -0.0842
C -4.748 0.646 -5.609  -0.1243
C -5.981 1.538 -5.405  -0.2155
C -5.722 2.691 -4.523  -0.1841
C -5.193 2.212 -3.167  -0.1258
C -2.728 1.991 -3.503  0.0650
H -3.133 -0.041 0.650  0.0643
H -4.933 0.223 0.857  0.0872
H -3.901 1.365 1.485  0.0649
H -2.909 1.922 -0.646  0.0788
H -4.622 2.273 -0.610  0.1006
H -4.906 -0.042 -1.818  0.1280
H -3.163 -0.236 -1.854  0.1261
H -4.953 -0.621 -3.852  0.1325
H -3.285 -0.439 -4.254  0.0586
H -4.726 -0.107 -6.392  0.1311
H -4.088 1.458 -5.942  0.1088
H -6.825 0.926 -5.074  0.1220
H -6.250 1.878 -6.407  0.1213
H -6.606 3.287 -4.287  0.1271
H -5.028 3.479 -4.826  0.1217
H -6.024 1.769 -2.617  0.1372
H -4.899 3.110 -2.624  0.1205
H -1.937 1.243 -3.462  0.0931
H -2.576 2.705 -2.697  0.0908
H -2.792 2.496 -4.462  0.1084
C -0.439 -3.869 3.504  0.0458
N 0.162 -3.243 2.239  -0.3104
C 1.025 -4.313 1.503  0.0337
C -0.827 -2.784 1.169  0.0272
C 1.027 -2.037 2.598  -0.1118
C 2.283 -2.372 3.378  -0.2290
O 2.015 -3.003 4.626  -0.0405
H -0.839 -2.997 4.014  0.1106
H 0.261 -4.477 4.067  0.1020
H -1.206 -4.535 3.111  0.1099
H 1.784 -4.774 2.131  0.1017
H 1.494 -3.730 0.713  0.0940
H 0.340 -5.078 1.148  0.1099
H -0.284 -2.343 0.335  0.1033
H -1.571 -2.134 1.623  0.1071
H -1.326 -3.675 0.789  0.1088
H 0.393 -1.333 3.138  0.1142
H 1.230 -1.439 1.705  0.1185
H 2.882 -1.455 3.395  0.1091
H 3.047 -2.954 2.850  0.1108
H 2.838 -2.976 5.126  0.1094
C 7.045 -4.210 -0.348  0.0128
N 5.697 -3.538 -0.678  -0.3466
C 5.498 -3.670 -2.183  0.0373
C 4.711 -4.303 0.135  -0.0094
C 5.720 -2.089 -0.238  -0.0737
C 4.541 -1.150 -0.663  -0.2286
O 3.409 -1.071 0.160  -0.0984
H 7.057 -5.209 -0.776  0.1104
H 7.331 -4.284 0.701  0.1115
H 7.843 -3.602 -0.775  0.1089
H 4.433 -3.473 -2.294  0.1081
H 5.576 -4.684 -2.577  0.1143
H 6.249 -3.091 -2.712  0.1240
H 3.741 -3.869 -0.112  0.0907
H 4.911 -4.284 1.203  0.1089
H 4.663 -5.346 -0.176  0.1164
H 6.581 -1.707 -0.785  0.1325
H 5.829 -2.049 0.844  0.1405
H 4.240 -1.381 -1.690  0.1223
H 4.981 -0.158 -0.805  0.1328
H 2.743 -0.662 -0.416  0.0191
O 0.265 -0.552 -4.194  0.0901
C -0.950 -0.725 -4.696  -0.8435
O -1.234 -0.431 -5.873  -0.0064
O -1.862 -1.193 -3.909  -0.1404
H 0.031 -1.072 -3.402  0.0861

no.,E (Eh)
1,-2663.2060
2,-1855.9854